No. 1
132
Properties=species:S:1:pos:R:3:mulliken_charge:R:1 method="wB97M-V/def2-TZVPD" lumo_ev=-2.92 orbital_gap_ev=7.8 homo_ev=-10.755 e_above_lowest_kcal_mol=0.0 charge=+1
O -5.588 -4.461 0.249 -0.571
O -2.143 -7.094 -2.140 -0.439
O -0.123 3.261 0.552 -0.642
O -1.828 7.957 -1.849 -0.574
O 1.577 -4.633 1.160 -0.498
O 3.319 1.901 4.592 -0.566
O 3.614 -3.460 -2.813 -0.499
O -3.387 -0.001 0.383 -0.422
O 7.522 5.103 5.694 -0.538
O -2.462 7.731 2.830 -0.557
N -1.692 0.162 -1.234 0.453
C -1.616 -3.342 -2.477 -0.833
C -3.590 7.584 3.240 0.902
C 0.073 -3.881 -0.605 0.146
C -4.873 -5.050 2.438 -1.288
C 2.245 0.274 2.237 -0.975
C 0.104 8.197 -0.479 -1.085
C -4.684 8.572 2.921 -1.159
C 0.250 2.349 -0.146 -0.226
C -2.172 -8.074 -2.854 0.753
C 3.501 3.099 4.574 0.964
C -1.153 7.508 -0.952 0.765
C 1.239 1.359 0.335 1.226
C -0.378 -1.208 -3.243 1.374
C -2.451 0.847 -0.127 -0.574
C -1.521 6.230 -0.242 -0.364
C -0.385 2.217 -1.537 -1.609
C 2.986 -0.266 0.005 -0.790
C -4.837 -5.122 0.931 0.860
C -0.734 0.818 -1.932 0.501
C 0.350 -1.847 -4.378 -1.981
C 4.235 -4.336 -0.699 -0.863
C 4.792 3.700 4.086 -1.004
C -4.631 -0.026 -0.338 -0.193
C -1.524 -2.733 -5.874 -1.471
C -3.827 -6.064 0.324 -0.517
C 1.341 1.184 1.714 -0.599
C -0.850 -0.341 -6.043 -1.473
C -1.310 -1.871 -2.435 -0.249
C 7.715 6.296 5.700 0.867
C 4.342 -4.206 -2.195 0.866
C -1.344 -4.052 -1.135 -0.288
C -1.959 -1.131 -1.471 -0.981
C 2.068 0.627 -0.518 0.011
C 5.386 -5.044 -2.887 -1.281
C -3.371 -8.390 -3.710 -1.173
C -0.109 0.132 -2.950 -0.810
C -3.972 6.402 4.099 -1.124
C -0.369 -1.749 -5.736 0.602
C 2.439 4.063 5.043 -1.224
C -1.013 -9.033 -2.924 -1.223
C 9.024 6.890 5.243 -1.140
C 6.659 7.270 6.168 -1.055
C -5.301 -1.341 -0.074 -1.095
C 3.067 -0.449 1.383 -0.580
C 0.206 -4.438 0.804 -0.850
H 2.821 4.665 5.869 0.382
H 2.333 0.136 3.300 0.525
H -3.080 -8.428 -4.761 0.351
H 0.628 0.649 -3.541 0.787
H -5.375 -1.524 0.991 0.273
H -4.136 -7.630 -3.572 0.279
H -4.352 6.747 5.061 0.356
H 5.473 2.912 3.777 0.308
H -1.016 -3.823 -3.238 0.325
H -6.296 -1.347 -0.505 0.456
H 3.785 -1.146 1.786 0.557
H 5.264 4.280 4.881 0.174
H 3.442 -3.690 -0.338 -0.043
H -5.497 8.072 2.393 0.327
H -4.287 9.371 2.301 0.301
H 6.407 7.964 5.365 0.320
H -2.666 -3.467 -2.728 0.331
H 0.379 -2.012 -6.480 0.434
H -0.639 -9.093 -3.947 0.371
H 2.163 4.740 4.232 0.315
H 1.560 3.514 5.372 0.302
H 0.376 -2.833 -0.575 -0.040
H 0.267 9.101 -1.060 0.314
H 7.034 7.852 7.011 0.355
H -1.659 6.426 0.823 0.122
H 3.999 -5.364 -0.423 0.381
H -4.436 0.083 -1.408 0.310
H 9.698 6.095 4.934 0.296
H -1.236 -0.304 -7.057 0.487
H 0.580 -2.875 -4.135 0.523
H 5.182 -4.063 -0.229 0.468
H -4.762 5.827 3.612 0.316
H -5.245 0.820 -0.033 0.428
H -0.053 0.395 -5.976 0.323
H 9.480 7.459 6.054 0.343
H -2.082 -3.735 -0.396 0.067
H -1.738 1.100 0.650 0.185
H -0.216 -8.699 -2.265 0.275
H -3.775 -9.367 -3.439 0.362
H -1.336 -10.031 -2.626 0.369
H -0.317 -5.389 0.878 0.078
H 5.203 -6.102 -2.694 0.347
H 2.042 0.773 -1.584 0.426
H 0.008 8.452 0.578 0.280
H -3.902 -4.730 2.822 0.293
H -5.089 8.992 3.842 0.356
H -2.694 -1.576 -0.824 0.822
H -4.752 -2.158 -0.529 0.174
H -1.245 -3.736 -5.568 0.332
H -2.448 5.842 -0.662 0.289
H 8.855 7.571 4.407 0.332
H -1.662 -0.043 -5.382 0.287
H 0.962 7.531 -0.591 0.315
H 5.767 6.728 6.474 0.234
H 4.596 4.365 3.243 0.343
H -5.639 -4.347 2.756 0.357
H -1.270 2.844 -1.501 0.511
H 0.781 -4.394 -1.254 0.341
H -4.015 -7.082 0.668 0.589
H -0.247 -3.729 1.496 0.424
H -3.103 5.768 4.258 0.282
H 1.778 -4.122 1.945 0.316
H 6.376 -4.799 -2.501 0.337
H -2.382 -2.408 -5.288 0.240
H -0.731 5.489 -0.354 -0.062
H 0.288 2.629 -2.283 0.593
H -1.519 -5.109 -1.313 0.424
H -5.091 -6.034 2.855 0.376
H 1.305 -1.339 -4.470 0.627
H 3.641 -0.811 -0.654 0.481
H 5.359 -4.859 -3.958 0.320
H -3.885 -6.034 -0.762 0.141
H 0.721 1.759 2.383 0.651
H -2.818 -5.788 0.638 -0.159
H -1.836 -2.777 -6.913 0.504
H -2.882 1.758 -0.539 0.574

=====

No. 2
144
Properties=species:S:1:pos:R:3:mulliken_charge:R:1 method="wB97M-V/def2-TZVPD" lumo_ev="-2.85 / -7.18" orbital_gap_ev="6.3 / 2.0" homo_ev="-9.128 / -9.127" charge=+1 s2=0.762 multiplicity=2
O -5.115 -5.994 2.607 -0.584
O -1.402 -2.936 -3.440 -0.862
O -1.478 -4.174 -0.768 -0.592
O 4.188 -0.728 -0.545 -0.702
O 0.709 -0.225 -0.375 0.737
O 1.221 4.660 -2.144 -0.628
O 0.174 -2.641 -0.332 -0.414
O 6.108 3.321 -3.841 -0.536
O -0.256 2.184 -2.800 -0.225
O 2.163 1.281 0.465 0.054
O 0.101 -1.554 -2.379 -0.738
O -2.444 -1.757 -5.757 -0.523
O 2.242 -1.745 -1.169 -0.798
N 4.318 -3.355 3.793 0.063
N 5.188 1.106 1.744 0.508
N -1.434 2.455 2.178 1.061
N -5.242 -0.322 -2.714 0.243
N -2.017 -4.587 3.974 0.040
N 3.218 -2.560 -3.579 0.185
C -3.311 -3.043 2.989 0.550
C 3.302 -3.104 -5.661 -0.763
C -0.739 -2.570 -2.450 0.571
C 2.796 -2.046 2.713 0.416
C 2.500 -3.215 -4.494 -0.347
C -4.389 -3.187 -5.678 -0.897
C 5.025 1.533 -2.708 0.525
C -2.174 -3.803 2.863 -1.264
C -3.182 4.196 3.046 -0.257
C 2.922 -0.761 -0.698 0.033
C 2.354 4.177 -1.506 0.815
C -1.890 0.037 1.871 -0.446
C 3.083 -3.115 1.942 -0.437
C -2.197 1.077 -3.425 -0.478
C -4.535 -1.435 -2.487 -0.806
C 5.813 0.408 2.746 -0.043
C 1.702 4.428 3.585 -0.336
C 4.141 -3.830 2.510 -0.917
C -3.777 -3.313 4.245 -1.242
C -5.968 -0.099 -1.613 -0.995
C -0.724 -3.239 -1.074 0.295
C 4.393 -1.984 -4.051 -0.427
C 4.377 -2.325 -5.378 -0.759
C 6.916 1.178 3.117 -0.588
C -1.566 2.450 -3.136 -0.630
C -0.905 1.014 2.453 -0.708
C -4.958 -5.813 1.239 0.047
C 3.569 -2.199 3.881 -1.797
C 1.903 0.273 -0.239 0.079
C -2.348 0.802 0.588 1.778
C 2.621 4.880 -0.175 -0.775
C -2.946 -4.248 4.925 -0.655
C 5.818 1.933 -3.953 -0.506
C 6.934 2.357 2.235 -0.713
C -4.730 -1.913 -1.208 -0.524
C 0.577 3.357 3.599 -0.201
C -0.236 3.423 2.291 -0.362
C -3.860 -1.805 -6.053 0.065
C -4.319 4.473 4.087 -1.453
C -1.995 2.290 0.721 -0.487
C 1.324 5.893 3.719 -1.386
C 5.867 2.244 1.406 -0.208
C -5.636 -1.003 -0.635 -0.353
C -3.543 -6.354 0.920 -0.633
C -2.593 2.792 3.167 -0.867
B 0.772 -1.528 -1.032 1.365
H -6.631 0.749 -1.520 0.411
H 0.971 6.259 2.755 0.312
H -2.749 -0.098 2.529 0.359
H -3.484 4.378 2.014 0.312
H -3.816 -1.838 -3.185 0.506
H -3.277 1.012 -3.558 0.276
H -4.504 -5.437 3.095 0.320
H 7.676 3.141 2.258 0.464
H 2.855 -2.430 -2.645 0.464
H -1.589 2.997 -4.079 0.396
H 5.269 1.812 -4.887 0.374
H 0.456 3.371 1.450 -0.247
H -2.745 -6.058 1.600 0.093
H 3.203 4.250 -2.185 0.496
H 1.075 2.388 3.629 0.209
H -1.385 -3.754 2.127 0.808
H 0.092 0.937 2.018 -0.123
H -1.845 0.382 -0.283 -1.617
H -4.317 -3.406 -4.613 0.232
H -4.069 -1.541 -7.090 0.369
H -4.665 -2.883 4.684 0.384
H 0.241 1.792 -3.522 0.185
H 4.279 0.968 1.325 0.019
H -3.513 -7.442 0.981 0.377
H 5.488 2.811 0.568 0.524
H -5.309 4.034 3.964 0.359
H 2.732 -3.309 0.939 0.560
H 0.639 6.091 4.543 0.320
H 0.876 3.871 -2.570 0.421
H 2.978 -3.523 -6.603 0.407
H 2.297 4.352 2.675 -0.052
H 4.144 2.168 -2.606 -0.178
H 2.733 5.947 -0.367 0.510
H 6.287 3.579 -4.748 0.320
H -5.340 0.186 -3.582 0.320
H 1.889 4.759 0.624 -0.115
H -2.951 -4.740 5.886 0.439
H -1.192 2.483 0.010 -0.054
H -1.092 -4.940 4.176 0.284
H 3.645 -1.615 4.787 0.495
H -4.501 5.544 4.176 0.394
H -0.725 4.396 2.240 0.503
H 3.558 4.548 0.273 0.001
H -3.419 0.649 0.452 0.158
H 4.734 -4.689 2.233 0.464
H 5.075 -1.397 -3.453 0.580
H -5.464 -3.271 -5.836 0.361
H -2.501 5.001 3.324 0.275
H -3.958 -3.991 -6.275 0.287
H 6.748 1.369 -4.034 0.300
H 2.104 -1.243 2.506 0.882
H -0.826 0.827 3.524 0.447
H 5.017 -3.624 4.471 0.231
H 2.458 4.183 4.332 0.544
H -0.079 3.375 4.469 0.314
H -3.666 -2.303 2.286 0.649
H -2.165 2.536 4.136 0.611
H -1.752 0.580 -4.287 0.429
H -5.022 -4.787 0.877 -0.089
H 1.534 -3.630 -4.245 0.482
H 5.590 1.631 -1.782 0.119
H -2.325 -2.043 -4.848 0.295
H -1.822 0.453 -2.614 -0.199
H 2.278 6.404 3.853 0.438
H -4.254 -2.723 -0.676 0.684
H -3.245 -6.053 -0.084 0.181
H 7.680 0.897 3.827 0.429
H -4.326 -0.981 -5.512 -0.079
H -3.439 2.189 2.838 0.384
H 5.131 -2.062 -6.105 0.410
H -4.085 4.169 5.107 0.366
H 5.381 -0.517 3.098 0.400
H 2.123 3.133 -1.296 -0.759
H -2.880 2.915 0.598 0.121
H -2.075 2.927 -2.298 0.288
H -6.095 -1.055 0.341 0.519
H 4.667 0.503 -2.698 -0.447
H -5.736 -6.311 0.660 0.371
H -1.500 -0.969 1.711 0.151